{"formula": "C6H14O", "method": "ωB97M-V with the def2-TZVPD basis set", "homo_lumo_gap_ev": [2.3120, 9.2138], "e_tot_ha": -312.1660, "multiplicity": 2, "total_charge": -1, "relative_energy_kcal_mol": 10.3, "homo_ha": [0.043, -0.214], "species": ["C", "C", "C", "C", "C", "C", "H", "H", "H", "H", "H", "H", "H", "H", "H", "H", "H", "H", "H", "H", "O"], "xyz": [[0.5053, 1.9408, -1.7178], [1.6688, 1.0246, -1.3037], [1.2379, -0.2495, -0.5322], [-0.0459, -0.1255, 0.2257], [-1.1099, -0.9030, -0.0236], [-0.0068, 0.8361, 1.3685], [0.8437, 2.6088, -2.5473], [-0.3368, 1.4052, -2.1507], [0.1921, 2.7896, -1.0990], [2.3711, 1.6449, -0.7413], [2.1469, 0.7480, -2.2517], [2.0464, -0.5614, 0.1545], [1.1681, -0.9940, -1.3306], [-2.0053, -0.8226, 0.5767], [-1.1334, -1.5889, -0.8613], [0.2551, 1.8488, 1.0647], [0.7374, 0.4799, 2.1109], [-0.9523, 0.8636, 1.9143], [-1.7777, -3.4245, 2.2904], [-3.0586, -4.2203, 2.4042], [-2.7461, -3.3006, 2.4495]], "forces_ev_per_angstrom": [[0.46, 1.45, -1.67], [-0.57, 0.82, 0.23], [0.42, 0.13, -0.70], [-0.46, -0.39, -0.33], [0.43, 0.58, 0.03], [0.07, -0.44, 0.85], [0.20, -0.73, -0.08], [-0.19, -0.05, 0.41], [-0.26, -0.95, 0.94], [0.15, -0.19, 0.07], [0.19, -0.16, 0.36], [-0.20, 0.06, -0.21], [-0.28, -0.35, 0.45], [-0.05, -0.08, 0.03], [0.10, -0.11, 0.12], [0.11, 0.02, 0.00], [-0.07, 0.26, -0.29], [-0.07, 0.06, -0.19], [-0.48, 0.29, 0.04], [-0.08, 0.07, 0.02], [0.59, -0.29, -0.09]], "nbo_charge": [-0.629, -0.401, -0.560, -0.064, -0.517, -0.685, 0.187, 0.212, 0.204, 0.188, 0.194, 0.200, 0.203, 0.203, 0.187, 0.199, 0.199, 0.215, 0.339, 0.365, -1.240]}